DFT (the ωB97M-V functional and the def2-TZVPD basis) results for a structure of composition C14H16Cl39IN at a distorted geometry.

Summary:
LUMO in eV: 1.614
Highest occupied orbital energy in eV: -3.17
Strongest force on any atom in eV/Å: 9.90
E_tot in eV: -512737.51175
Net charge: -1
Frontier orbital gap in eV: 4.79

Positions of all 71 atoms, in Å:
C (-0.725, 0.102, -3.123)
N (-0.122, -0.434, -1.899)
I (-0.738, -2.382, -1.564)
H (-1.219, -0.643, -3.769)
H (0.048, 0.615, -3.733)
H (-1.496, 0.867, -2.862)
C (-0.114, 1.220, 0.149)
Cl (1.337, 1.232, 1.172)
Cl (-1.537, 0.770, 1.103)
Cl (-0.340, 2.807, -0.608)
H (0.026, 0.443, -0.669)
C (-0.542, 6.227, -3.114)
Cl (1.224, 6.169, -3.099)
Cl (-1.176, 5.405, -4.542)
Cl (-1.206, 5.516, -1.642)
H (-0.847, 7.265, -3.157)
C (-4.319, -3.276, 1.067)
Cl (-3.208, -2.204, 1.911)
Cl (-4.675, -2.641, -0.537)
Cl (-3.666, -4.921, 0.993)
H (-5.243, -3.310, 1.630)
C (3.314, -2.187, 1.804)
Cl (4.641, -1.428, 0.916)
Cl (3.101, -1.407, 3.383)
Cl (1.832, -2.054, 0.868)
H (3.557, -3.228, 1.972)
C (5.137, 1.223, -2.341)
Cl (6.528, 0.868, -1.292)
Cl (5.222, 0.291, -3.837)
Cl (3.634, 0.922, -1.486)
H (5.171, 2.268, -2.605)
C (0.235, -6.858, -1.445)
Cl (-0.598, -8.208, -2.233)
Cl (1.328, -6.059, -2.576)
Cl (-0.925, -5.711, -0.780)
H (0.824, -7.256, -0.629)
C (-5.239, -0.183, 2.682)
Cl (-6.383, -0.758, 3.897)
Cl (-3.581, -0.558, 3.175)
Cl (-5.630, -0.891, 1.084)
H (-5.321, 0.894, 2.611)
C (-8.737, -3.152, -0.775)
Cl (-7.735, -3.403, 0.660)
Cl (-7.810, -2.410, -2.079)
Cl (-9.449, -4.678, -1.310)
H (-9.541, -2.478, -0.508)
C (6.305, 5.722, -2.351)
Cl (6.082, 4.125, -1.640)
Cl (7.416, 5.644, -3.724)
Cl (4.752, 6.396, -2.856)
H (6.737, 6.372, -1.600)
C (-2.907, -4.604, 4.623)
Cl (-2.150, -6.200, 4.589)
Cl (-4.639, -4.730, 4.302)
Cl (-2.612, -3.809, 6.182)
H (-2.464, -4.000, 3.839)
C (8.747, 2.986, 1.353)
Cl (10.215, 2.922, 2.336)
Cl (7.330, 2.576, 2.317)
Cl (8.560, 4.582, 0.617)
H (8.839, 2.257, 0.557)
C (-5.556, -1.213, 8.216)
Cl (-5.741, -2.820, 8.927)
Cl (-4.469, -1.264, 6.831)
Cl (-7.130, -0.555, 7.751)
H (-5.124, -0.560, 8.964)
C (4.601, 4.819, -6.337)
Cl (4.383, 3.181, -5.723)
Cl (5.699, 4.828, -7.723)
Cl (3.047, 5.539, -6.767)
H (5.045, 5.419, -5.551)

What are the Mulliken partial charges on each atom? They are as follows, in elementary charge units:
1. C -0.7221
2. N -0.5281
3. I -0.1314
4. H 0.2781
5. H 0.1756
6. H 0.1821
7. C 0.7432
8. Cl -0.1741
9. Cl -0.0738
10. Cl -0.0834
11. H -0.5206
12. C -0.0545
13. Cl -0.0495
14. Cl -0.1315
15. Cl -0.0955
16. H 0.3246
17. C -0.0233
18. Cl 0.1622
19. Cl -0.1152
20. Cl -0.1187
21. H 0.1279
22. C -0.2040
23. Cl -0.0664
24. Cl -0.1469
25. Cl 0.0570
26. H 0.3555
27. C 0.4680
28. Cl -0.1379
29. Cl -0.1657
30. Cl 0.0824
31. H -0.2389
32. C -0.0358
33. Cl -0.1556
34. Cl -0.1128
35. Cl -0.0143
36. H 0.2640
37. C -0.1076
38. Cl -0.1154
39. Cl -0.2595
40. Cl -0.0335
41. H 0.4051
42. C -0.0088
43. Cl -0.0274
44. Cl -0.1034
45. Cl -0.1389
46. H 0.3059
47. C -0.1015
48. Cl -0.0261
49. Cl -0.1297
50. Cl -0.0801
51. H 0.3469
52. C 0.4387
53. Cl -0.1472
54. Cl -0.1154
55. Cl -0.1261
56. H -0.0586
57. C 0.1633
58. Cl -0.1439
59. Cl -0.1006
60. Cl -0.1294
61. H 0.1843
62. C -0.0051
63. Cl -0.1356
64. Cl -0.0156
65. Cl -0.1341
66. H 0.2887
67. C 0.4256
68. Cl -0.0664
69. Cl -0.1551
70. Cl -0.1191
71. H -0.0951

=====

DFT (the ωB97M-V functional and the def2-TZVPD basis) results for a structure of composition C14H16HgN2OS2.

Summary:
LUMO (spin up / spin down) in eV: -2.548 / -5.731
Highest occupied orbital energy (spin up / spin down) in eV: -11.48 / -11.99
⟨S²⟩: 0.758
Strongest force on any atom in eV/Å: 0.58
Multiplicity: 2
E_tot in eV: -45644.13738
Net charge: +1
Frontier orbital gap (spin up / spin down) in eV: 8.94 / 6.26

Positions of all 36 atoms, in Å:
Hg (-1.760, -0.312, -2.563)
N (-1.410, 0.438, 1.197)
C (-0.940, -0.793, 1.041)
S (-0.237, -1.310, -0.443)
N (-0.936, -1.661, 2.053)
C (-1.179, -1.441, 3.445)
C (-2.224, -0.653, 3.912)
C (-2.413, -0.512, 5.281)
C (-1.582, -1.162, 6.177)
C (-0.555, -1.967, 5.703)
C (-0.349, -2.102, 4.341)
H (-1.382, 1.069, 0.416)
H (-1.765, 0.763, 2.081)
H (-0.497, -2.542, 1.827)
H (-2.942, -0.204, 3.238)
H (-3.230, 0.098, 5.641)
H (-1.741, -1.055, 7.241)
H (0.089, -2.496, 6.393)
H (0.459, -2.722, 3.969)
C (2.649, -1.021, -4.706)
S (1.285, -1.064, -3.546)
O (0.027, -1.398, -4.315)
C (1.192, 0.708, -3.287)
C (1.843, 1.282, -2.204)
C (1.747, 2.653, -2.011)
C (1.001, 3.429, -2.889)
C (0.350, 2.843, -3.968)
C (0.442, 1.472, -4.172)
H (2.404, -0.344, -5.522)
H (2.797, -2.036, -5.071)
H (3.530, -0.682, -4.162)
H (2.415, 0.663, -1.523)
H (2.255, 3.116, -1.176)
H (0.923, 4.496, -2.729)
H (-0.224, 3.453, -4.653)
H (-0.041, 0.994, -5.017)

What are the Mulliken partial charges on each atom? They are as follows, in elementary charge units:
1. Hg 0.4910
2. N -0.2347
3. C 0.5470
4. S -0.4045
5. N -0.1419
6. C 0.5774
7. C -0.2773
8. C -0.6929
9. C -0.4789
10. C -0.5777
11. C -0.5097
12. H 0.1904
13. H 0.1756
14. H 0.2326
15. H 0.5420
16. H 0.3778
17. H 0.3935
18. H 0.3790
19. H 0.3494
20. C -0.9987
21. S 0.6156
22. O -0.6313
23. C 0.1478
24. C -0.4627
25. C -0.5869
26. C -0.4869
27. C -0.5613
28. C -0.2957
29. H 0.3160
30. H 0.3989
31. H 0.3739
32. H 0.4128
33. H 0.4209
34. H 0.4266
35. H 0.4086
36. H 0.5643

=====

DFT (the ωB97M-V functional and the def2-TZVPD basis) results for a structure of composition C14H16IrNS.

Summary:
LUMO (spin up / spin down) in eV: -9.399 / -9.397
Highest occupied orbital energy (spin up / spin down) in eV: -16.02 / -16.02
Strongest force on any atom in eV/Å: 0.74
E_tot in eV: -29926.31777
Net charge: +2
Frontier orbital gap (spin up / spin down) in eV: 6.62 / 6.62

Positions of all 33 atoms, in Å:
Ir (-0.407, 0.446, -0.318)
C (2.744, 1.146, -1.624)
C (1.735, 1.314, -0.528)
C (0.753, 2.360, -0.609)
C (-0.198, 2.610, 0.404)
C (-1.159, 3.760, 0.327)
C (-0.254, 1.663, 1.466)
C (0.678, 0.581, 1.580)
C (0.580, -0.397, 2.714)
C (1.681, 0.457, 0.582)
H (2.307, 0.643, -2.488)
H (3.597, 0.564, -1.281)
H (3.099, 2.120, -1.958)
H (0.740, 2.987, -1.493)
H (-2.081, 3.473, -0.179)
H (-0.717, 4.588, -0.223)
H (-1.418, 4.105, 1.326)
H (-1.048, 1.739, 2.200)
H (-0.141, -1.185, 2.496)
H (0.253, 0.108, 3.622)
H (1.546, -0.860, 2.904)
H (2.366, -0.381, 0.638)
S (-2.565, 0.016, -0.698)
C (-1.989, -1.670, -0.788)
C (-2.627, -2.851, -1.051)
C (-1.827, -3.997, -1.086)
C (-0.458, -3.908, -0.876)
C (0.108, -2.670, -0.619)
N (-0.667, -1.584, -0.564)
H (-3.693, -2.889, -1.230)
H (-2.280, -4.959, -1.289)
H (0.172, -4.785, -0.909)
H (1.168, -2.542, -0.448)

What are the Mulliken partial charges on each atom? They are as follows, in elementary charge units:
1. Ir 0.8655
2. C -1.5237
3. C 0.2920
4. C -0.2876
5. C 0.2248
6. C -1.3595
7. C -0.4987
8. C 0.6669
9. C -1.4972
10. C -0.4257
11. H 0.3197
12. H 0.4285
13. H 0.4184
14. H 0.5888
15. H 0.2796
16. H 0.4117
17. H 0.4247
18. H 0.5559
19. H 0.3174
20. H 0.4366
21. H 0.4308
22. H 0.5412
23. S -0.2563
24. C 0.5769
25. C -0.6677
26. C -0.0754
27. C -0.8455
28. C 0.1522
29. N -0.2562
30. H 0.4459
31. H 0.4457
32. H 0.4160
33. H 0.4542

=====

DFT (the ωB97M-V functional and the def2-TZVPD basis) results for the molecule C14H16N2O2S at a distorted geometry.

Summary:
LUMO in eV: 0.108
Highest occupied orbital energy in eV: -8.98
Strongest force on any atom in eV/Å: 14.38
Energy relative to the best compared isomer or geometry (same formula, charge and spin) in kJ/mol: 1086.6
E_tot in eV: -32677.99478
Net charge: 0
Frontier orbital gap in eV: 9.09

Positions of all 35 atoms, in Å:
C (-5.951, -0.296, -0.275)
C (-5.014, 0.655, -0.135)
C (-3.682, 0.238, 0.089)
C (-2.943, 0.220, -0.952)
C (-1.588, -0.141, -1.239)
C (-1.110, -0.673, -0.047)
S (0.640, -1.219, 0.116)
O (0.724, -2.363, 0.930)
O (0.980, -1.583, -1.143)
N (1.448, -0.125, 0.750)
C (2.324, 0.955, -0.259)
C (3.648, 0.530, -0.025)
C (4.610, 1.473, 0.236)
C (5.873, 0.947, 0.706)
C (6.265, -0.208, 0.021)
N (5.272, -1.018, -0.468)
C (4.084, -0.729, -0.765)
C (-1.767, -0.782, 1.198)
C (-3.150, -0.026, 1.217)
H (-5.778, -1.118, 0.356)
H (-6.866, 0.159, -0.401)
H (-5.702, -0.721, -1.370)
H (-5.330, 1.093, 0.980)
H (-5.166, 1.576, -0.704)
H (-3.233, 0.808, -2.005)
H (-0.987, -0.190, -2.131)
H (1.822, -0.237, 1.655)
H (1.858, 0.634, -1.126)
H (2.091, 2.014, 0.020)
H (4.390, 2.270, 0.897)
H (6.697, 1.328, 1.002)
H (7.327, -0.525, -0.052)
H (3.358, -1.434, -1.050)
H (-1.352, -1.358, 1.979)
H (-3.792, -0.156, 1.996)

What are the Mulliken partial charges on each atom? They are as follows, in elementary charge units:
1. C -1.2172
2. C -0.9165
3. C 1.1094
4. C -0.2008
5. C -0.9214
6. C 0.2349
7. S 1.2499
8. O -0.8075
9. O -0.6662
10. N -0.2547
11. C -0.9021
12. C 1.0029
13. C -0.5271
14. C -0.7144
15. C -0.1833
16. N -0.4994
17. C -0.5044
18. C -0.6240
19. C -0.8751
20. H 0.4194
21. H 0.4094
22. H 0.2111
23. H 0.2779
24. H 0.4299
25. H 0.0220
26. H 0.5303
27. H 0.3134
28. H 0.4553
29. H 0.3049
30. H 0.3078
31. H 0.5476
32. H 0.3683
33. H 0.6117
34. H 0.5377
35. H 0.4704

=====

DFT (the ωB97M-V functional and the def2-TZVPD basis) results for the molecule C14H16N2O3 at a distorted geometry.

Summary:
LUMO in eV: 0.542
Highest occupied orbital energy in eV: -8.15
Strongest force on any atom in eV/Å: 3.88
Energy relative to the best compared isomer or geometry (same formula, charge and spin) in kJ/mol: 249.1
E_tot in eV: -23898.74685
Net charge: 0
Frontier orbital gap in eV: 8.69

Positions of all 35 atoms, in Å:
C (3.043, -3.457, -2.180)
C (3.531, -2.153, -1.481)
C (2.485, -1.334, -0.781)
C (1.353, -0.792, -1.724)
O (1.745, -0.298, -2.765)
O (0.063, -1.014, -1.351)
C (-0.978, -0.622, -2.218)
C (-1.349, 0.865, -1.877)
C (-2.504, 0.885, -0.763)
N (-1.748, 1.236, 0.483)
C (-0.507, 1.749, 0.105)
N (0.229, 2.330, 1.051)
C (-0.634, 2.126, 2.129)
C (-0.287, 2.436, 3.415)
C (-1.205, 2.017, 4.459)
C (-2.544, 1.598, 4.083)
C (-2.735, 1.133, 2.790)
C (-1.809, 1.445, 1.839)
O (-0.256, 1.675, -1.217)
H (2.252, -3.184, -2.910)
H (2.544, -4.181, -1.589)
H (3.797, -3.976, -2.806)
H (4.092, -1.428, -2.125)
H (4.138, -2.416, -0.666)
H (2.826, -0.405, -0.382)
H (2.064, -1.901, 0.060)
H (-1.881, -1.224, -2.111)
H (-0.627, -0.773, -3.268)
H (-1.622, 1.331, -2.811)
H (-2.941, -0.147, -0.662)
H (-3.288, 1.482, -1.228)
H (0.668, 2.847, 3.654)
H (-0.970, 2.206, 5.497)
H (-3.295, 1.467, 4.800)
H (-3.647, 0.475, 2.550)

What are the Mulliken partial charges on each atom? They are as follows, in elementary charge units:
1. C -1.1102
2. C -0.3712
3. C -0.5894
4. C 0.6192
5. O -0.5768
6. O -0.4062
7. C -0.8453
8. C 0.2600
9. C -0.7626
10. N 0.3305
11. C 0.2204
12. N -0.8104
13. C 0.7749
14. C -0.5569
15. C -0.5053
16. C -0.6596
17. C -0.6409
18. C 0.4054
19. O -0.4170
20. H 0.2705
21. H 0.3405
22. H 0.3215
23. H 0.2561
24. H 0.3632
25. H 0.3277
26. H 0.3147
27. H 0.4665
28. H 0.3705
29. H 0.4827
30. H 0.3546
31. H 0.2700
32. H 0.4414
33. H 0.3568
34. H 0.4348
35. H 0.2698

=====

DFT (the ωB97M-V functional and the def2-TZVPD basis) results for a structure of composition C14H16N2O4S at a distorted geometry.

Summary:
LUMO in eV: -0.024
Highest occupied orbital energy in eV: -8.40
Strongest force on any atom in eV/Å: 17.70
Energy relative to the best compared isomer or geometry (same formula, charge and spin) in kJ/mol: 1372.6
E_tot in eV: -36770.16266
Net charge: 0
Frontier orbital gap in eV: 8.37

Positions of all 37 atoms, in Å:
C (1.363, -1.503, -2.715)
C (0.004, -0.778, -2.804)
C (-1.086, -1.116, -3.610)
C (-2.037, -0.184, -3.049)
C (-1.371, 0.771, -2.012)
C (-2.014, 1.617, -1.155)
O (-3.264, 1.838, -1.077)
N (-0.955, 2.314, -0.534)
H (-0.031, 1.868, -0.500)
C (-1.470, 3.080, 0.675)
H (-0.534, 3.518, 0.809)
H (-2.139, 3.598, 0.344)
C (-1.791, 2.296, 1.952)
C (-0.841, 0.935, 1.888)
C (-0.978, -0.141, 1.330)
C (-0.168, -1.325, 1.437)
C (0.999, -0.917, 2.082)
C (1.321, 0.163, 2.673)
C (0.408, 1.236, 2.427)
H (0.553, 2.027, 3.081)
H (2.416, 0.366, 3.082)
S (2.318, -2.482, 1.957)
O (1.706, -3.663, 1.886)
O (3.296, -2.128, 2.910)
N (3.165, -2.016, 0.162)
H (3.079, -2.942, -0.118)
H (3.760, -1.425, 0.522)
H (-0.259, -2.234, 0.719)
H (-2.063, -0.484, 0.965)
H (-1.933, 2.699, 2.792)
H (-2.757, 1.673, 1.553)
O (-0.027, 0.258, -1.906)
H (-3.051, -0.200, -3.425)
H (-1.124, -1.873, -4.060)
H (1.805, -1.580, -1.609)
H (1.422, -2.556, -3.380)
H (2.278, -0.712, -3.292)

What are the Mulliken partial charges on each atom? They are as follows, in elementary charge units:
1. C -0.6462
2. C 0.7627
3. C -1.2975
4. C -0.5215
5. C 0.5651
6. C 0.1666
7. O -0.7051
8. N -0.1758
9. H 0.4521
10. C -1.5574
11. H 0.5467
12. H 0.8459
13. C -1.1622
14. C 0.1730
15. C 0.6057
16. C -0.9047
17. C 0.3500
18. C -0.4973
19. C -0.5800
20. H 0.4856
21. H 0.2920
22. S 0.9928
23. O -0.5055
24. O -0.5978
25. N -0.7239
26. H 0.3036
27. H 0.2566
28. H 0.2920
29. H 0.1163
30. H 0.8717
31. H 0.2618
32. O -0.2885
33. H 0.4882
34. H 0.7451
35. H 0.0703
36. H 0.3029
37. H 0.2168

=====

> What is the formula in the second record?

C14H16HgN2OS2